55
Properties=species:S:1:pos:R:3:forces:R:3 method="wB97M-V/def2-TZVPD" total_charge=+4 e_tot_ha=-2108.74599
C 0.8631 2.8466 -0.5427 -0.1920 0.2324 -1.7395
N 0.9604 1.5320 -0.9524 0.0326 -0.2721 -0.5026
N 1.1684 1.5651 -2.3370 -0.1097 0.1379 0.1354
C 1.1004 2.8268 -2.7653 -0.0131 -0.6048 0.3144
C 0.8977 3.6726 -1.6739 0.0092 -0.8713 1.5167
B 1.3715 0.2849 -3.2056 0.8478 -0.1147 -0.5955
N 2.4585 -0.6375 -2.5915 -0.3841 0.1533 0.3333
N 2.4100 -0.9994 -1.2501 -0.7868 0.4523 0.0963
C 3.5172 -1.7752 -1.0285 0.3410 0.0269 -0.9876
C 4.2114 -1.9531 -2.2337 -0.6569 0.1273 0.9749
C 3.4985 -1.2315 -3.1915 -0.4901 0.1568 0.5135
Ti 0.5354 -0.3498 -0.4540 1.5716 0.4830 -2.2037
N 0.0470 -0.5162 -3.2008 -0.4072 -0.0612 -0.0025
N -0.5100 -0.9793 -2.0080 0.4556 0.4505 -0.1668
C -1.6414 -1.6810 -2.3634 -0.1753 0.1084 -1.2259
C -1.8046 -1.6197 -3.7523 -0.0644 -0.2951 1.5454
C -0.7111 -0.8952 -4.2271 0.5949 0.3275 0.8338
H -2.2394 -2.1739 -1.6047 0.0954 0.0390 -0.3050
H -0.3916 -0.6197 -5.2189 -0.1890 -0.0490 -0.2191
H -2.5954 -2.0324 -4.3489 -0.1647 -0.1998 -0.0057
H 1.7337 0.6008 -4.3156 -0.4820 -0.1379 0.4371
H 3.6239 -1.1342 -4.2643 0.2163 0.0831 0.1895
H 1.1794 3.0657 -3.8195 0.0986 -0.0534 0.1018
H 5.0942 -2.5387 -2.4022 0.1948 -0.0783 0.0629
H 0.7727 4.7319 -1.6979 0.1155 0.4496 0.0131
H 3.7814 -2.1356 -0.0404 -0.1215 0.0137 -0.2068
H 0.7797 3.1006 0.5001 -0.0331 0.0903 -0.0871
H 0.3062 -2.3264 0.0857 0.1605 -0.6975 0.4514
C 0.9333 -2.3502 1.0186 -0.1110 0.0891 -0.0759
H 1.7613 -3.0577 0.8627 -0.4252 0.2627 -0.0405
H 1.3782 -1.3473 1.2470 0.0973 -0.3538 0.2502
H 0.2984 -2.6428 1.8730 0.3396 0.1737 -0.4665
C -0.2934 3.3546 3.8924 -0.8895 0.4814 -0.0723
C 0.7938 2.5331 3.5969 1.2308 -1.5800 -1.3074
C 0.7233 1.5960 2.5558 1.1205 0.9955 0.7820
C -0.4935 1.4376 1.8549 -0.3424 -1.9911 0.0464
C -1.5820 2.3005 2.1328 -1.4770 0.1337 1.5059
C -1.4837 3.2382 3.1594 -0.4402 -0.2197 -0.8843
N -0.7193 0.3139 1.0372 0.4033 -0.2902 1.2606
C -1.6522 -0.5888 1.6156 -0.2047 1.7946 -0.8742
C -1.4838 -0.9972 2.9643 -0.5056 0.3087 1.5082
C -2.3864 -1.8841 3.5479 0.9497 0.5752 -0.0062
C -3.4777 -2.3519 2.8148 0.1907 -0.2202 0.6818
C -3.6734 -1.9345 1.4939 0.6665 0.9986 -1.6472
C -2.7608 -1.0607 0.8844 -1.1000 -1.2574 -0.4151
H -0.2182 4.0968 4.6844 -0.0002 -0.1117 -0.0375
H 1.7168 2.6123 4.1693 -0.2039 -0.0474 -0.0260
H 1.5635 0.9253 2.3375 -0.2110 0.3560 0.2252
H -2.5263 2.1404 1.6006 0.3650 0.2757 0.0747
H -2.3438 3.8703 3.3809 0.2702 -0.0656 -0.0379
H -0.6456 -0.5884 3.5352 -0.1498 -0.3373 -0.1436
H -2.2173 -2.1982 4.5756 -0.1121 -0.0203 -0.1742
H -4.1701 -3.0493 3.2804 -0.0001 0.0798 -0.0864
H -4.5339 -2.2921 0.9284 0.1212 0.1611 0.1751
H -2.9240 -0.7042 -0.1396 -0.0457 -0.0882 0.5137